No. 1
The following is a DFT calculation (wB97M-V/def2-TZVPD) of CH3Cl2FN2OS2 as an isolated structure at a distorted geometry.

Summary:
Frontier orbital gap ... 9.16 eV
Multiplicity ... 1
ΔE to the lowest compared entry with this formula, charge and spin ... 3.8869 eV
Lowest unoccupied orbital energy ... -0.15 eV
Maximum force ... 3.37 eV/Å

Geometry as XYZ:
```
12
CH3Cl2FN2OS2 | OMol25 | wB97M-V/def2-TZVPD
C -0.1263 -0.0696 -0.0364
N 0.1448 -1.4917 -0.2546
N 0.5237 -3.2456 -1.8937
O 0.2061 0.7156 -1.0916
F 1.5679 -1.4853 -0.5764
S -2.3921 -2.3966 -1.4117
S -0.6329 -1.9058 -1.8132
Cl 0.8741 -3.3537 -3.5780
Cl -0.1394 -4.6899 -1.3288
H 1.0412 1.2773 -1.1894
H -1.2223 -0.2002 -0.0682
H 0.2642 0.3627 0.9616
```

***

No. 2
The following is a DFT calculation (wB97M-V/def2-TZVPD) of a 2-piece molecular cluster, C2HClFN3 overall at a distorted geometry.

Summary:
Frontier orbital gap ... 10.32 eV
Multiplicity ... 1
ΔE to the lowest compared entry with this formula, charge and spin ... 2.1654 eV
Lowest unoccupied orbital energy ... 0.32 eV
Maximum force ... 2.44 eV/Å

Geometry as XYZ:
```
8
C2HClFN3 | OMol25 | wB97M-V/def2-TZVPD
C -2.1266 0.5732 0.0551
C 1.5086 -0.1074 -0.1721
N -1.1100 0.7614 0.5605
N 1.4657 -0.7349 1.1171
N 0.4951 -0.9981 0.4392
F 2.3205 -0.6689 -1.1451
Cl -3.6120 0.3556 -0.4095
H 1.0586 0.8191 -0.4452
```

***

No. 3
The following is a DFT calculation (wB97M-V/def2-TZVPD) of a 2-piece molecular cluster, C2H8N3O overall at a distorted geometry.

Summary:
Frontier orbital gap ... 9.20 eV
Multiplicity ... 1
ΔE to the lowest compared entry with this formula, charge and spin ... 5.4473 eV
Lowest unoccupied orbital energy ... -4.60 eV
Maximum force ... 1.43 eV/Å
Total charge ... +1

Geometry as XYZ:
```
14
C2H8N3O | OMol25 | wB97M-V/def2-TZVPD
C 0.7622 1.3216 -0.5431
C 0.5383 0.4818 0.6446
N -2.2305 0.1747 0.5519
N 0.5793 -0.8052 0.6193
N 0.9350 -1.5834 -0.4198
O -2.1302 -0.6998 -0.2767
H 1.8230 1.3517 -0.7996
H 0.2282 0.9322 -1.4123
H 0.4368 2.3402 -0.3562
H 0.3310 0.9452 1.5978
H 0.4134 -1.3337 1.4773
H 1.0272 -1.1202 -1.3171
H 0.5095 -2.4996 -0.4548
H -3.2232 0.4947 0.6887
```

***

No. 4
The following is a DFT calculation (wB97M-V/def2-TZVPD) of the molecule C6H10O.

Summary:
Frontier orbital gap ... 10.17 eV
Multiplicity ... 1
ΔE to the lowest compared entry with this formula, charge and spin ... 0.7785 eV
Lowest unoccupied orbital energy ... 1.00 eV
Maximum force ... 0.45 eV/Å

Geometry as XYZ:
```
17
C6H10O | OMol25 | wB97M-V/def2-TZVPD
C -0.2737 2.6881 0.7081
C 0.5308 1.5584 0.1473
C 0.7145 -0.7075 -0.8410
C 0.0537 0.6326 -0.6808
C 0.1816 -1.6366 0.2857
C -0.8346 -2.6364 -0.2044
O -1.8495 -2.3176 -0.7774
H -0.4926 2.4606 1.7600
H -1.2307 2.7819 0.1867
H 0.2471 3.6501 0.6885
H 1.5307 1.4194 0.5662
H 0.5152 -1.1512 -1.8229
H 1.8007 -0.6114 -0.7391
H -0.9497 0.7307 -1.0977
H -0.3349 -1.0130 1.0249
H 0.9968 -2.1423 0.8100
H -0.6055 -3.7057 -0.0142
```

***

No. 5
The following is a DFT calculation (wB97M-V/def2-TZVPD) of the molecule C2H2O2S2 at a distorted geometry.

Summary:
Frontier orbital gap ... 9.07 eV
Multiplicity ... 1
ΔE to the lowest compared entry with this formula, charge and spin ... 4.0327 eV
Lowest unoccupied orbital energy ... -0.85 eV
Maximum force ... 4.07 eV/Å

Geometry as XYZ:
```
8
C2H2O2S2 | OMol25 | wB97M-V/def2-TZVPD
C -1.9965 -0.9005 -0.7365
C -0.9129 -0.8961 -0.1976
O 2.5827 0.6705 0.0689
O 0.1538 1.2825 -0.2958
S 0.4805 -1.3818 0.5995
S 1.2023 0.6179 0.4293
H -2.7349 -0.8943 -1.5072
H 1.2251 1.5017 1.6395
```

***

No. 6
The following is a DFT calculation (wB97M-V/def2-TZVPD) of the molecule C2H6NO2P at a distorted geometry.

Summary:
Frontier orbital gap (spin up / spin down) ... 9.08 / 9.08 eV
Multiplicity ... 1
ΔE to the lowest compared entry with this formula, charge and spin ... 2.7143 eV
Lowest unoccupied orbital energy (spin up / spin down) ... -0.91 / -0.91 eV
Maximum force ... 9.93 eV/Å

Geometry as XYZ:
```
12
C2H6NO2P | OMol25 | wB97M-V/def2-TZVPD
C 0.7635 0.0827 0.1256
C 1.6579 1.2621 -0.0368
N -1.8581 -1.3096 -0.3694
O 1.3347 -1.2649 -0.3000
O -1.6763 1.1530 0.5468
P -1.0518 -0.1447 0.5200
H 1.3861 2.0633 0.4501
H 1.3757 1.4089 -1.1481
H 2.6904 0.9917 0.0828
H -1.9173 -1.0345 -1.3358
H -1.7228 -2.2926 -0.2198
H -0.9819 -0.9154 1.6846
```